Here is a structure of composition C31H45LuN3O4Si4 at a distorted geometry from the OMol25 dataset. Energies are from the ωB97M-V functional and the def2-TZVPD basis.

Results
- energy above the lowest of the compared OMol25 structures with the same formula, charge and spin (eV) = 0.774
- HOMO-LUMO gap (Eh) = 0.28329
- E (hartree) = -4067.2937
- total charge = -1

Each line ends with the Löwdin charge.
CARTESIAN COORDINATES (ANGSTROEM)
Lu (0.085, 0.924, 1.016)  1.4514
C (2.267, 1.805, 2.048)  -0.2844
C (1.912, 0.738, 2.921)  -0.2723
C (1.074, 1.263, 3.916)  -0.1716
C (0.909, 2.630, 3.671)  -0.1940
C (1.633, 2.969, 2.520)  -0.1930
H (3.060, 1.773, 1.313)  0.0730
H (2.378, -0.240, 2.939)  0.0807
H (0.679, 0.725, 4.765)  0.0944
H (0.363, 3.318, 4.302)  0.0916
H (1.776, 3.969, 2.132)  0.0975
O (-2.341, 3.305, -4.097)  0.1113
C (-3.032, 2.206, -3.898)  -0.5201
O (-3.814, 1.776, -4.718)  0.0773
C (-2.812, 1.490, -2.612)  -0.0601
C (-3.560, 0.408, -2.178)  -0.0063
N (-3.024, -0.010, -1.022)  0.0361
N (-1.962, 0.719, -0.673)  0.0487
C (-1.814, 1.646, -1.615)  -0.1427
C (-0.724, 2.677, -1.434)  -0.5846
O (-0.790, 3.721, -2.101)  0.0446
O (0.161, 2.403, -0.589)  -0.1642
H (-1.738, 3.556, -3.309)  0.0643
H (-4.404, -0.068, -2.634)  0.1375
H (-3.343, -0.758, -0.422)  0.1721
N (-1.316, 3.012, 1.824)  0.0510
C (-2.617, 2.932, 1.293)  -0.2722
C (-3.054, 3.898, 0.394)  -0.0428
C (-4.308, 3.815, -0.184)  -0.0858
C (-5.144, 2.764, 0.148)  -0.0985
C (-4.712, 1.799, 1.043)  -0.0594
C (-3.453, 1.854, 1.632)  -0.1702
C (-3.030, 0.770, 2.555)  -0.2411
C (-3.961, 0.376, 3.517)  -0.0706
C (-3.704, -0.683, 4.365)  -0.1115
C (-2.504, -1.359, 4.228)  -0.1161
C (-1.579, -0.943, 3.282)  -0.1605
C (-1.760, 0.146, 2.403)  -0.1862
H (-0.879, 3.915, 1.651)  0.1077
H (-1.269, 2.774, 2.816)  0.0809
H (-2.394, 4.714, 0.136)  0.1150
H (-4.626, 4.567, -0.891)  0.1042
H (-6.129, 2.692, -0.292)  0.0969
H (-5.366, 0.970, 1.279)  0.1096
H (-4.897, 0.915, 3.610)  0.1042
H (-4.429, -0.976, 5.115)  0.0925
H (-2.278, -2.200, 4.871)  0.0924
H (-0.643, -1.496, 3.230)  0.0592
C (1.541, -3.515, 2.066)  -0.2278
Si (1.325, -3.300, 0.172)  0.3471
C (2.444, -4.690, -0.547)  -0.2196
C (-0.488, -3.819, -0.197)  -0.2308
Si (1.553, -0.990, -0.467)  0.3234
Si (3.962, -0.744, -0.504)  0.3687
C (4.800, -1.214, 1.165)  -0.2228
C (4.553, 1.055, -0.883)  -0.2355
C (4.893, -1.804, -1.807)  -0.2299
Si (1.137, -1.156, -2.833)  0.3686
C (-0.747, -1.298, -3.197)  -0.2178
C (1.757, 0.433, -3.700)  -0.2133
C (1.838, -2.635, -3.849)  -0.2212
H (1.195, -4.478, 2.432)  0.0206
H (0.989, -2.745, 2.595)  -0.0161
H (2.583, -3.413, 2.352)  0.0058
H (2.145, -5.687, -0.232)  0.0189
H (3.473, -4.544, -0.233)  0.0083
H (2.433, -4.672, -1.631)  -0.0027
H (-0.715, -4.838, 0.108)  0.0172
H (-0.701, -3.740, -1.259)  0.0024
H (-1.177, -3.159, 0.327)  0.0064
H (4.463, -0.572, 1.971)  0.0009
H (5.885, -1.128, 1.121)  0.0203
H (4.562, -2.237, 1.440)  0.0011
H (3.714, 1.682, -1.174)  0.0067
H (5.274, 1.087, -1.698)  0.0152
H (5.026, 1.520, -0.021)  0.0119
H (4.553, -2.833, -1.779)  -0.0013
H (5.968, -1.805, -1.648)  0.0201
H (4.708, -1.425, -2.807)  0.0086
H (-1.300, -1.272, -2.265)  -0.0188
H (-1.007, -2.227, -3.692)  0.0204
H (-1.114, -0.489, -3.820)  0.0203
H (1.153, 1.289, -3.411)  0.0126
H (1.723, 0.358, -4.785)  0.0226
H (2.782, 0.651, -3.415)  0.0028
H (1.382, -3.564, -3.517)  0.0049
H (2.909, -2.741, -3.727)  -0.0051
H (1.638, -2.541, -4.914)  0.0213


Here is a cluster of 6 separate species, C31H45N5O3 in total at a distorted geometry from the OMol25 dataset. Energies are from the ωB97M-V functional and the def2-TZVPD basis.

Results
- SMILES = CCOCCCCC[C@H]1COC(=O)C1.c1cc[nH]c1.c1cc[nH]c1.c1cc[nH]c1.c1cc[nH]c1.c1cc[nH]c1
- HOMO-LUMO gap (Eh) = 0.24100
- E (hartree) = -1707.5894
- total charge = 0

Each line ends with the Löwdin charge.
CARTESIAN COORDINATES (ANGSTROEM)
C (6.756, -1.640, 1.800)  -0.0733
C (6.611, -0.491, 0.801)  -0.2774
O (7.075, 0.753, 1.310)  -0.1617
C (6.256, 1.392, 2.277)  -0.2128
C (5.543, 2.629, 1.713)  -0.1753
C (4.085, 2.439, 1.274)  -0.2141
C (3.093, 2.381, 2.459)  -0.1841
C (2.095, 1.215, 2.423)  -0.1618
C (0.889, 1.475, 1.509)  -0.2625
C (1.154, 1.142, 0.041)  -0.1270
O (0.992, -0.296, -0.051)  0.0076
C (-0.152, -0.538, 0.666)  -0.4375
O (-0.901, -1.474, 0.421)  0.0983
C (-0.266, 0.492, 1.767)  -0.0325
H (7.552, -1.409, 2.513)  0.0828
H (5.843, -1.791, 2.386)  0.0664
H (6.965, -2.577, 1.286)  0.0724
H (7.235, -0.700, -0.072)  0.1131
H (5.583, -0.423, 0.420)  0.1071
H (6.914, 1.708, 3.092)  0.1219
H (5.535, 0.690, 2.714)  0.1207
H (6.136, 3.021, 0.884)  0.1068
H (5.545, 3.384, 2.510)  0.1124
H (3.825, 3.289, 0.630)  0.1114
H (3.994, 1.532, 0.672)  0.0811
H (2.520, 3.315, 2.494)  0.1117
H (3.669, 2.320, 3.390)  0.1091
H (2.606, 0.302, 2.089)  0.1271
H (1.720, 1.024, 3.433)  0.1153
H (0.570, 2.521, 1.566)  0.1480
H (2.118, 1.428, -0.372)  0.0969
H (0.364, 1.589, -0.573)  0.1155
H (-0.105, -0.071, 2.691)  0.1353
H (-1.259, 0.935, 1.854)  0.1108
C (6.051, 0.493, -2.912)  -0.1003
C (5.031, 0.165, -3.846)  -0.0991
C (3.883, 0.778, -3.426)  -0.1386
N (4.179, 1.494, -2.293)  0.0118
C (5.499, 1.322, -1.975)  -0.1384
H (7.074, 0.155, -2.927)  0.0941
H (5.124, -0.469, -4.711)  0.0932
H (2.889, 0.767, -3.842)  0.0933
H (3.532, 2.046, -1.763)  0.1091
H (5.927, 1.788, -1.104)  0.0960
C (-4.100, 1.007, 2.652)  -0.1071
C (-4.013, 0.504, 1.323)  -0.1243
C (-5.096, 0.988, 0.633)  -0.1344
N (-5.824, 1.761, 1.493)  0.0151
C (-5.228, 1.779, 2.723)  -0.1316
H (-3.415, 0.820, 3.463)  0.0912
H (-3.247, -0.142, 0.920)  0.0814
H (-5.403, 0.851, -0.390)  0.0824
H (-6.672, 2.240, 1.255)  0.1463
H (-5.655, 2.334, 3.540)  0.1076
C (-2.049, 1.000, -3.082)  -0.1008
C (-1.265, -0.180, -2.942)  -0.1004
C (0.042, 0.203, -2.818)  -0.1459
N (0.079, 1.571, -2.892)  -0.0096
C (-1.188, 2.064, -3.050)  -0.1371
H (-3.117, 1.059, -3.205)  0.0893
H (-1.616, -1.199, -2.942)  0.0922
H (0.942, -0.375, -2.692)  0.1123
H (0.909, 2.129, -2.844)  0.1313
H (-1.368, 3.122, -3.130)  0.1053
C (-5.951, -4.747, 1.174)  -0.1053
C (-6.905, -4.192, 0.278)  -0.1534
C (-6.693, -2.838, 0.249)  -0.2221
N (-5.653, -2.557, 1.090)  0.0662
C (-5.195, -3.711, 1.656)  -0.1352
H (-5.833, -5.786, 1.431)  0.0881
H (-7.656, -4.724, -0.281)  0.1065
H (-7.192, -2.056, -0.297)  0.1007
H (-5.283, -1.637, 1.262)  0.1123
H (-4.371, -3.700, 2.348)  0.1018
C (-6.361, -2.512, -1.816)  -0.1902
C (-5.565, -3.687, -1.723)  -0.1199
C (-4.258, -3.288, -1.636)  -0.0966
N (-4.235, -1.922, -1.672)  0.0304
C (-5.509, -1.440, -1.784)  -0.1596
H (-7.433, -2.461, -1.901)  0.1187
H (-5.913, -4.707, -1.724)  0.1080
H (-3.348, -3.858, -1.552)  0.1161
H (-3.406, -1.357, -1.624)  0.1072
H (-5.701, -0.382, -1.830)  0.0901


| no. | E_HOMO (eV) |
| --- | --- |
| 1 | -5.248 |
| 2 | -6.258 |